A structure of composition C37H54BrN5NdO7SSe2 at a distorted geometry. Source: OMol25; level of theory: wB97M-V/def2-TZVPD.

Geometry as XYZ:
```
108
Properties=species:S:1:pos:R:3:forces:R:3
Nd 2.2746 10.3801 19.5816 -0.10 0.90 2.35
C -0.4466 9.6496 14.7034 -0.67 0.05 0.10
N 0.4292 8.9427 15.6167 0.61 0.11 0.59
C 0.1499 7.5237 15.7868 0.66 -0.04 0.17
C 1.2233 9.5812 16.4994 0.21 -1.10 2.94
O 1.7913 9.0082 17.5058 -1.27 1.32 -3.18
C 1.2955 11.0929 16.3498 2.04 0.59 0.06
O 2.0880 11.7328 17.4151 1.09 -0.27 -1.49
C 3.4477 12.2575 17.0292 -1.75 0.10 0.12
C 4.5553 11.2945 17.3884 0.31 -2.39 2.88
O 4.3674 10.5157 18.4187 0.49 1.98 -3.15
N 5.7321 11.2685 16.7496 -1.29 0.13 0.51
C 6.0647 12.1709 15.6795 0.69 0.74 -0.39
C 6.7091 10.2467 17.0892 0.67 -1.08 -0.52
H -0.7284 8.9465 13.9174 -0.16 0.15 0.14
H -1.3491 10.0599 15.2076 0.41 -0.44 -0.17
H 0.0334 10.4754 14.2129 0.45 0.37 -0.16
H -0.1101 7.1118 14.8238 0.02 -0.14 -0.31
H 1.0448 7.0241 16.1635 -0.17 0.07 0.03
H -0.6810 7.3557 16.4578 -0.23 0.06 0.36
H 1.8180 11.3121 15.4022 -0.32 -0.02 0.11
H 0.3128 11.5443 16.3291 -0.19 0.03 0.33
H 3.4553 12.5364 15.9645 -0.24 -0.15 0.43
H 3.5420 13.1679 17.6505 0.04 -0.35 -0.22
H 6.1800 11.6335 14.7398 -0.15 -0.13 -0.13
H 5.3178 12.9675 15.5501 0.44 -0.32 0.13
H 7.0582 12.6298 15.8784 -0.69 -0.10 0.04
H 6.3237 9.2195 16.9128 -0.07 0.53 0.19
H 7.5817 10.3559 16.4257 -0.39 0.16 0.16
H 7.0764 10.3059 18.1073 -0.25 0.23 0.24
O 0.8885 10.7427 21.8874 -0.78 -0.82 0.64
C -0.4536 11.1627 22.2526 0.42 0.50 0.50
C -0.8221 12.4811 21.5473 0.97 -0.49 0.05
C -2.0662 12.9720 22.2756 -0.24 0.41 -0.18
O -2.4898 14.2093 21.6682 -0.18 -0.34 0.21
C -1.0769 12.2880 20.0338 0.08 -0.49 -0.45
Se -0.8042 10.4220 19.2761 -0.13 0.48 -0.27
C 0.2794 13.5561 21.7929 -0.01 -0.04 0.52
Se 1.9116 13.5053 20.7024 0.40 -0.52 -0.45
H 1.0962 9.9343 22.4043 0.03 0.66 -0.39
H -0.4631 11.3569 23.3503 0.17 -0.12 -0.48
H -1.2285 10.4046 22.0531 0.47 0.02 -0.23
H -1.8296 13.0537 23.3625 -0.26 0.29 -0.64
H -2.9063 12.2815 22.1544 0.11 -0.22 0.09
H -2.5777 14.8935 22.3268 0.06 0.11 0.27
H -0.3474 12.8514 19.4451 -0.30 0.18 0.34
H -2.0864 12.6115 19.7663 0.16 -0.13 0.02
H 0.5915 13.5205 22.8762 -0.36 0.06 -0.95
H -0.1602 14.5383 21.5691 0.10 -0.35 0.28
C 5.0484 8.7875 24.3517 -0.18 0.42 0.40
C 5.5469 8.3102 23.1548 -0.11 0.14 -1.07
C 5.0944 8.8305 21.9219 1.21 -1.18 0.76
C 4.0868 9.7597 21.8505 -1.19 0.76 -2.96
C 3.7041 10.3482 23.0221 0.43 0.16 2.60
C 4.2147 9.9028 24.2774 -0.93 0.09 -0.56
H 5.2876 8.3225 25.3191 0.11 0.33 -0.48
H 6.2794 7.5289 23.1105 0.34 -0.42 0.23
H 5.6138 8.4488 21.0197 -0.49 0.07 0.41
H 3.0317 11.2091 23.0496 0.03 -0.20 -0.13
H 3.8455 10.3896 25.1795 0.13 -0.11 0.01
Br 9.6445 14.0586 21.1809 0.38 0.40 0.18
C 7.8611 13.4943 21.1378 -1.21 -1.28 0.27
C 6.7803 14.2883 21.5499 0.27 0.73 -0.46
C 5.4861 13.8190 21.3204 0.18 -0.75 0.60
N 5.2770 12.5841 20.8699 -1.08 0.57 -0.33
C 6.2780 11.7821 20.6083 1.08 0.40 0.18
C 7.6193 12.1670 20.7355 -0.69 1.02 0.00
H 6.9062 15.2978 21.9602 0.19 -0.47 -0.25
H 4.5586 14.3519 21.5920 0.64 0.02 -0.24
H 5.9906 10.8032 20.2877 0.06 -0.55 -0.10
H 8.4067 11.4736 20.5018 0.27 -0.01 -0.06
C 1.5773 3.8402 19.2058 -0.47 -0.47 1.11
C 2.0580 4.5211 20.5178 0.04 1.02 -0.16
N 1.5065 5.8980 20.6617 -1.28 -1.05 0.54
C 0.0954 5.9408 21.0869 0.23 -0.68 -0.32
C -0.9142 5.9673 19.9150 -0.16 -0.64 0.91
C 2.1405 7.0281 20.3256 0.64 0.74 -0.61
C 3.5489 6.8328 19.8107 -0.15 0.32 -0.25
N 1.5884 8.2143 20.3708 -0.62 -1.46 -0.03
H 2.2502 3.0501 18.9011 0.40 -0.10 -0.04
H 1.5166 4.5705 18.4031 -0.12 0.00 -0.03
H 0.6038 3.3166 19.3693 0.52 0.70 -0.25
H 3.1426 4.6302 20.5643 -0.18 -0.33 -0.21
H 1.7596 3.9919 21.4351 0.04 -0.09 -0.46
H -0.0665 6.7449 21.8078 0.05 0.19 -0.26
H -0.0546 5.0233 21.6573 -0.10 0.01 0.05
H -0.5987 6.6734 19.1820 0.16 0.66 -0.63
H -1.8874 6.2880 20.3112 0.15 -0.16 -0.27
H -1.0116 4.9758 19.4233 0.06 0.62 0.41
H 3.4838 6.1313 18.9538 0.36 0.21 0.52
H 4.1606 6.4410 20.6447 -0.01 0.19 -0.68
H 3.9957 7.7565 19.3908 -0.31 -0.47 0.53
H 0.5712 8.1448 20.5265 0.59 0.37 0.09
O 10.3692 2.6602 19.0989 0.09 0.11 -0.04
C 9.0071 2.4851 18.9515 -0.29 0.66 -0.09
O 8.5525 1.3948 19.2094 0.49 0.27 -0.01
C 8.1532 3.6261 18.4815 1.08 -1.01 0.24
C 6.7929 3.3210 18.2796 1.04 -0.23 0.55
C 5.9892 4.2604 17.7419 -1.54 1.39 -0.91
C 6.4287 5.5646 17.2784 1.51 -1.82 1.49
S 5.4385 6.6253 16.4714 -1.07 1.07 -0.73
C 7.7986 5.8328 17.5817 -0.07 0.42 -0.65
C 8.6407 4.8897 18.1351 -0.34 -0.01 -0.04
H 10.7461 3.5296 18.8590 -0.96 -0.47 0.04
H 6.4473 2.3286 18.5809 0.02 0.41 -0.17
H 4.9215 4.0565 17.5988 0.35 -0.03 -0.03
H 8.2340 6.7860 17.2474 -0.34 -0.35 0.24
H 9.6820 5.1933 18.2547 -0.12 -0.29 0.11
```
Positions in Å, forces in eV/Å.

The highest occupied orbital energy (spin up / spin down) comes out at -4.0 / -4.0 eV. Its spin multiplicity is 4. The net charge is -1. The value obtained for the energy is -287877.3254 eV. The calculation puts the frontier orbital gap (spin up / spin down) at 5.665 / 5.670 eV. As for the relative energy (zero: lowest compared OMol25 entry of this formula, charge and spin): 0.0000 eV.

***

A cluster of 2 separate species, C3H3NO in total at a distorted geometry. Source: OMol25; level of theory: wB97M-V/def2-TZVPD.

Geometry as XYZ:
```
8
Properties=species:S:1:pos:R:3:forces:R:3
C 1.4495 1.6695 0.3756 2.93 3.74 0.44
C 0.4939 1.0020 0.5472 -2.71 -3.13 0.02
N -0.3924 -0.0191 0.6389 1.57 1.97 0.17
C -1.5232 -0.3513 0.4513 -1.08 -1.84 -0.01
O -2.5003 -0.9864 0.3353 0.23 1.02 -0.05
H 2.1437 2.5435 0.4887 -0.98 -1.69 -0.48
H 0.4867 -2.1079 -1.4875 -0.27 0.14 0.04
H -0.1578 -1.7502 -1.3495 0.31 -0.22 -0.13
```
Positions in Å, forces in eV/Å.

Its SMILES is C#CN=C=O.[H][H]. The highest occupied orbital energy comes out at -10.1 eV. Its spin multiplicity is 1. The value obtained for the energy is -6693.6446 eV. The calculation puts the frontier orbital gap at 10.726 eV. As for the relative energy (zero: lowest compared OMol25 entry of this formula, charge and spin): 2.8474 eV.

***

A structure of composition C5H8O. Source: OMol25; level of theory: wB97M-V/def2-TZVPD.

Geometry as XYZ:
```
14
Properties=species:S:1:pos:R:3:forces:R:3
C -0.8715 -1.3410 0.7600 -0.04 -0.02 0.06
C 0.0306 -0.7155 -0.2835 0.18 -0.12 0.05
C -0.8295 1.0047 -0.7109 -0.18 0.06 -0.05
O -0.0563 2.0124 -0.8876 0.06 -0.10 0.10
C 1.2355 -0.1516 0.0523 0.02 0.49 -0.10
C 1.9833 0.8613 0.0929 0.01 -0.48 0.14
H -0.8286 -0.7837 1.7005 0.00 -0.07 -0.14
H -0.5828 -2.3777 0.9594 -0.03 0.13 -0.03
H -1.9083 -1.3479 0.4067 0.13 0.01 0.04
H 0.0375 -1.2390 -1.2419 -0.01 0.09 0.11
H -1.3129 0.5867 -1.6044 0.08 0.03 0.09
H -1.4718 1.0037 0.1853 0.14 -0.02 -0.10
H 1.1117 1.6848 -0.3377 -0.23 0.05 -0.13
H 2.9943 1.1486 0.3245 -0.12 -0.06 -0.04
```
Positions in Å, forces in eV/Å.

The highest occupied orbital energy comes out at -9.5 eV. Its spin multiplicity is 1. The value obtained for the energy is -7358.2250 eV. The calculation puts the frontier orbital gap at 10.100 eV. As for the relative energy (zero: lowest compared OMol25 entry of this formula, charge and spin): 4.0302 eV.

***

A structure of composition C22H45N2O6P2PtSi. Source: OMol25; level of theory: wB97M-V/def2-TZVPD.

Geometry as XYZ:
```
79
Properties=species:S:1:pos:R:3:forces:R:3
Pt -1.2080 0.1129 -1.7286 0.12 -0.04 0.04
C 0.1604 5.4649 1.3415 -0.02 0.01 0.01
C -0.8724 4.6125 2.0468 0.07 0.01 -0.01
C -0.4022 4.0809 3.3840 -0.03 -0.02 -0.04
O -1.3115 3.5540 1.1264 0.00 -0.05 0.04
P -0.8223 2.0985 0.8785 0.03 0.11 0.04
O -1.6639 1.5381 -0.2229 -0.07 -0.09 -0.02
C 0.9324 2.1230 0.4764 -0.05 0.09 -0.09
P 1.5866 0.4694 0.1932 0.09 -0.03 -0.09
O 0.6550 -0.4081 -0.5616 -0.04 -0.04 0.03
O 1.8988 -0.1965 1.5753 0.03 0.01 0.03
C 2.9016 0.3281 2.5073 0.03 -0.02 0.01
C 3.9681 -0.7307 2.6706 0.00 -0.02 0.00
C 2.1906 0.6601 3.8001 -0.02 -0.03 -0.01
O 2.9400 0.7904 -0.5320 -0.01 0.01 0.00
C 3.7485 -0.2977 -1.1235 0.02 0.01 -0.01
C 5.1890 0.1361 -1.0011 0.01 0.00 0.01
C 3.3038 -0.5176 -2.5516 -0.01 0.01 0.01
O -0.8429 1.2785 2.2045 -0.03 0.00 0.06
C -1.8921 0.3058 2.5788 -0.01 -0.06 -0.01
C -1.3859 -1.0693 2.2115 -0.05 -0.04 -0.01
C -2.1492 0.4855 4.0558 0.03 0.03 -0.02
H 0.3646 6.3544 1.9380 0.00 -0.01 0.00
H -0.2048 5.7835 0.3664 0.01 0.00 0.00
H 1.1022 4.9281 1.2134 0.00 0.01 -0.01
H -1.7848 5.1876 2.1868 -0.04 0.00 -0.01
H 0.5232 3.5096 3.2912 0.01 -0.01 0.00
H -1.1550 3.4524 3.8554 0.01 0.00 0.00
H -0.2016 4.9279 4.0402 -0.01 0.01 -0.01
H 1.4977 2.6151 1.2700 -0.01 -0.01 0.03
H 1.0585 2.7075 -0.4385 0.02 -0.01 0.00
H 3.3395 1.2284 2.0661 0.00 0.01 -0.01
H 3.5228 -1.6522 3.0473 0.01 0.01 0.00
H 4.7207 -0.3917 3.3828 0.00 0.00 0.00
H 4.4642 -0.9434 1.7240 -0.01 -0.01 0.02
H 1.7394 -0.2427 4.2154 0.00 0.02 0.01
H 1.4018 1.3960 3.6436 0.00 -0.02 0.00
H 2.9037 1.0541 4.5243 0.00 0.01 0.00
H 3.5668 -1.1960 -0.5284 -0.01 -0.02 0.01
H 5.3565 1.0481 -1.5751 0.00 0.00 0.01
H 5.8409 -0.6441 -1.3939 0.00 0.00 0.00
H 5.4598 0.3211 0.0384 0.01 0.01 -0.02
H 3.4443 0.3958 -3.1322 0.00 -0.01 0.00
H 2.2576 -0.8181 -2.5936 0.00 0.00 0.00
H 3.9091 -1.3064 -2.9998 -0.01 0.00 0.00
H -2.7816 0.5615 2.0034 -0.04 0.00 -0.03
H -0.4646 -1.2864 2.7545 -0.01 0.00 -0.01
H -1.1867 -1.1527 1.1410 -0.01 -0.01 0.04
H -2.1343 -1.8164 2.4827 0.01 0.03 0.00
H -1.2354 0.3038 4.6239 -0.01 0.01 0.00
H -2.9046 -0.2289 4.3826 0.00 0.00 -0.01
H -2.5140 1.4886 4.2754 0.01 -0.01 0.01
C 0.5636 0.3305 -4.8398 0.00 -0.03 0.02
C -0.0114 -1.0019 -4.4692 0.00 0.06 -0.01
C 0.0994 -2.1189 -5.2671 0.05 0.01 -0.02
C -0.5199 -3.3058 -4.8624 -0.04 -0.05 0.02
C -1.2329 -3.3812 -3.6898 0.04 -0.07 0.01
C -1.3139 -2.2244 -2.8961 0.00 0.14 0.01
N -0.6989 -1.0882 -3.3203 -0.05 -0.01 0.00
N -1.9174 -2.0015 -1.7172 -0.07 0.08 -0.16
Si -3.4492 -2.6366 -1.1658 -0.02 -0.05 0.11
C -4.3429 -1.2246 -0.3359 0.00 -0.08 0.10
C -3.1599 -4.0153 0.0618 0.07 0.00 0.02
C -4.4774 -3.2652 -2.5939 0.05 -0.03 -0.07
H -0.1643 0.9106 -5.4105 -0.02 -0.01 0.02
H 1.4529 0.2114 -5.4559 0.00 0.00 -0.01
H 0.8190 0.8986 -3.9454 0.01 0.01 0.00
H 0.6544 -2.0681 -6.1926 0.00 0.01 0.00
H -0.4353 -4.1851 -5.4888 0.00 0.00 0.01
H -1.7043 -4.2989 -3.3688 0.03 0.02 0.00
H -3.7456 -0.8156 0.4796 0.03 0.04 0.04
H -5.2822 -1.5870 0.0897 -0.01 0.06 -0.01
H -4.5707 -0.4123 -1.0265 -0.02 0.02 -0.05
H -2.5101 -3.6861 0.8776 -0.05 -0.01 -0.04
H -2.6720 -4.8675 -0.4180 -0.01 0.01 0.01
H -4.0984 -4.3711 0.4934 0.00 0.01 -0.01
H -4.6159 -2.4980 -3.3596 0.01 -0.01 0.01
H -5.4674 -3.5632 -2.2402 0.01 0.01 0.02
H -4.0295 -4.1381 -3.0732 -0.05 0.02 0.00
```
Positions in Å, forces in eV/Å.

The highest occupied orbital energy (spin up / spin down) comes out at -10.2 / -10.1 eV. Its spin multiplicity is 3. The net charge is +1. The value obtained for the energy is -68512.5103 eV. The calculation puts the frontier orbital gap (spin up / spin down) at 8.399 / 6.426 eV.